1.
Here is a molecular structure, C4H9N2O2 in a non-equilibrium geometry from the Open Molecules 2025 dataset. Energies are from wB97M-V/def2-TZVPD.

Last column: Mulliken charge in e.
Positions of all 17 atoms, in Å:
C  -0.64801  -0.96963  0.46636  -0.386
N  0.69653  -0.64191  -0.06394  -0.143
C  1.84033  -1.58964  0.37776  -0.436
O  1.41553  -2.84988  0.65924  -0.859
C  -1.30216  0.38628  0.85645  -0.261
N  -1.38785  1.70315  0.16045  -0.312
C  -0.52379  1.93861  -1.16382  -0.348
O  0.69120  1.60892  -1.32944  -0.704
H  -1.32968  -1.41977  -0.33113  0.169
H  -0.52508  -1.74479  1.24502  0.444
H  0.61619  0.22815  -0.65300  0.228
H  2.29511  -1.00826  1.20343  0.224
H  2.58529  -1.46296  -0.50684  0.155
H  -0.41875  1.18183  0.84168  0.333
H  -2.07775  0.34890  1.63403  0.369
H  -0.75587  2.96569  -1.47803  0.340
H  -1.17124  1.32529  -1.91823  0.188

The maximum force is 0.093 hartree/bohr. As for the HOMO-LUMO gap: 4.292 eV. As for the charge: -1. The highest occupied orbital energy comes out at -2.5 eV. The electronic energy comes out at -417.5332 a.u. For the LUMO energy, the calculation gives 1.765 eV. The value obtained for the relative energy (zero: lowest compared OMol25 entry of this formula, charge and spin) is 219.2 kcal per mole.

2.
Here is a gas-phase ion, C4H9N2O2 (charge +1) in a non-equilibrium geometry from the Open Molecules 2025 dataset. Energies are from wB97M-V/def2-TZVPD.

Last column: Mulliken charge in e.
Positions of all 17 atoms, in Å:
C  -1.38005  -1.14019  0.64963  -1.189
C  -0.96216  0.28837  0.67852  -0.175
N  0.32617  0.48325  -0.05359  0.224
C  1.51407  -0.37136  0.23848  -0.707
C  0.05734  0.43239  -1.69063  0.151
O  0.76453  -0.21677  -2.29440  -0.232
N  0.49440  1.97679  -0.10987  0.074
O  1.56681  2.36423  -0.01442  -0.242
H  -1.32084  -1.58818  -0.42912  0.298
H  -0.74215  -1.66000  1.26861  0.394
H  -2.42787  -1.20848  0.98593  0.368
H  -0.86522  0.55167  1.77613  0.352
H  -1.74412  0.76516  0.14115  0.290
H  2.23149  0.08998  0.87444  0.353
H  1.26999  -1.29654  0.63290  0.310
H  2.03992  -0.53181  -0.74157  0.335
H  -0.82231  1.06150  -1.91218  0.396

The maximum force is 0.063 hartree/bohr. As for the HOMO-LUMO gap: 9.768 eV. As for the charge: +1. The highest occupied orbital energy comes out at -15.6 eV. The electronic energy comes out at -417.3867 a.u. For the LUMO energy, the calculation gives -5.860 eV. The value obtained for the relative energy (zero: lowest compared OMol25 entry of this formula, charge and spin) is 122.2 kcal per mole.

3.
Here is a gas-phase ion, C4H9N2O2 (charge +1) in a non-equilibrium geometry from the Open Molecules 2025 dataset. Energies are from wB97M-V/def2-TZVPD.

Last column: Mulliken charge in e.
Positions of all 17 atoms, in Å:
C  -1.60113  -1.37342  -0.41581  -0.958
N  -0.56250  -0.54723  0.01308  0.165
C  0.62087  -0.46281  -0.59474  0.213
O  1.22516  -1.29509  -1.33302  -0.390
N  1.24985  0.73728  -0.24950  0.245
O  2.62668  0.76971  -0.27267  -0.370
C  0.41426  1.46789  0.65240  -0.617
C  -0.81360  0.61695  0.84150  -0.448
H  -1.84775  -1.43194  -1.52542  0.330
H  -2.46791  -1.01015  0.13908  0.390
H  -1.60694  -2.49068  -0.14524  0.315
H  1.29298  -2.18090  -0.95095  0.385
H  2.88716  1.61808  -0.68306  0.390
H  0.12470  2.45699  0.37833  0.331
H  1.01267  1.64128  1.54025  0.314
H  -0.78732  0.32506  1.89621  0.275
H  -1.76718  1.15899  0.70956  0.429

The maximum force is 0.096 hartree/bohr. As for the HOMO-LUMO gap: 10.275 eV. As for the charge: +1. The highest occupied orbital energy comes out at -13.7 eV. The electronic energy comes out at -417.4779 a.u. For the LUMO energy, the calculation gives -3.435 eV. The value obtained for the relative energy (zero: lowest compared OMol25 entry of this formula, charge and spin) is 64.9 kcal per mole.

4.
Here is a gas-phase ion, C4H9N2O2 (charge +1) in a non-equilibrium geometry from the Open Molecules 2025 dataset. Energies are from wB97M-V/def2-TZVPD.

Last column: Mulliken charge in e.
Positions of all 17 atoms, in Å:
C  0.65187  0.44036  -0.60999  -0.664
C  -0.99379  0.58404  -0.07835  0.570
C  -1.64999  1.86749  0.07028  -1.169
C  1.98617  -1.11603  0.68362  -0.768
N  -1.72002  -0.62208  -0.03921  1.034
N  1.26215  -0.83581  -0.59046  -0.062
O  -2.90237  -0.54743  0.15880  -0.544
O  -1.10922  -1.68276  -0.22268  -0.743
H  1.20224  1.35607  -0.69742  0.441
H  -2.39011  2.01565  -0.72445  0.334
H  -0.94686  2.69398  0.06289  0.377
H  -2.22613  1.87556  1.00130  0.363
H  1.26701  -1.20788  1.49572  0.292
H  2.53214  -2.05295  0.59333  0.362
H  2.68372  -0.31251  0.91485  0.367
H  0.43397  -1.52235  -0.64234  0.447
H  1.91919  -0.93338  -1.37587  0.363

The maximum force is 0.085 hartree/bohr. As for the spin multiplicity: 3. As for the HOMO-LUMO gap (spin up / spin down): 9.721 / 8.335 eV. As for the charge: +1. The highest occupied orbital energy (spin up / spin down) comes out at -13.1 / -15.5 eV. The electronic energy comes out at -417.2982 a.u. For the LUMO energy (spin up / spin down), the calculation gives -3.377 / -7.127 eV. The value obtained for the relative energy (zero: lowest compared OMol25 entry of this formula, charge and spin) is 60.7 kcal per mole.

5.
Here is a gas-phase ion, C4H9N2O2S (charge +1) in a non-equilibrium geometry from the Open Molecules 2025 dataset. Energies are from wB97M-V/def2-TZVPD.

Last column: Mulliken charge in e.
Positions of all 18 atoms, in Å:
C  1.01947  0.60505  -1.73662  -0.258
C  -1.24039  0.85950  -0.71854  0.556
C  -2.88690  -0.61462  -0.13047  -0.815
C  2.58887  -0.68650  1.61972  -0.923
N  -0.39165  0.85767  -1.50750  -0.144
N  -2.20898  0.69783  0.02704  -0.149
O  0.42175  0.85888  1.33081  -0.560
O  1.76716  0.06489  -0.70390  -0.271
S  1.81369  0.78043  0.87805  0.550
H  0.96538  -0.07900  -2.59646  0.293
H  1.47595  1.56451  -2.06899  0.351
H  -2.35884  -1.22090  -0.98161  0.321
H  -3.91414  -0.30461  -0.56905  0.325
H  -3.01082  -1.12390  0.81464  0.311
H  3.67167  -0.68965  1.52825  0.384
H  2.46552  -0.96546  2.70613  0.370
H  2.37644  -1.68369  1.19625  0.330
H  -2.55419  1.07959  0.91223  0.327

The maximum force is 0.076 hartree/bohr. As for the HOMO-LUMO gap: 10.246 eV. As for the charge: +1. The highest occupied orbital energy comes out at -13.6 eV. The electronic energy comes out at -815.6309 a.u. For the LUMO energy, the calculation gives -3.389 eV. The value obtained for the relative energy (zero: lowest compared OMol25 entry of this formula, charge and spin) is 55.8 kcal per mole.

What did the first record say?
Here is a molecular structure, C4H9N2O2 in a non-equilibrium geometry from the Open Molecules 2025 dataset. Energies are from wB97M-V/def2-TZVPD.

Last column: Mulliken charge in e.
Positions of all 17 atoms, in Å:
C  -0.64801  -0.96963  0.46636  -0.386
N  0.69653  -0.64191  -0.06394  -0.143
C  1.84033  -1.58964  0.37776  -0.436
O  1.41553  -2.84988  0.65924  -0.859
C  -1.30216  0.38628  0.85645  -0.261
N  -1.38785  1.70315  0.16045  -0.312
C  -0.52379  1.93861  -1.16382  -0.348
O  0.69120  1.60892  -1.32944  -0.704
H  -1.32968  -1.41977  -0.33113  0.169
H  -0.52508  -1.74479  1.24502  0.444
H  0.61619  0.22815  -0.65300  0.228
H  2.29511  -1.00826  1.20343  0.224
H  2.58529  -1.46296  -0.50684  0.155
H  -0.41875  1.18183  0.84168  0.333
H  -2.07775  0.34890  1.63403  0.369
H  -0.75587  2.96569  -1.47803  0.340
H  -1.17124  1.32529  -1.91823  0.188

The maximum force is 0.093 hartree/bohr. As for the HOMO-LUMO gap: 4.292 eV. As for the charge: -1. The highest occupied orbital energy comes out at -2.5 eV. The electronic energy comes out at -417.5332 a.u. For the LUMO energy, the calculation gives 1.765 eV. The value obtained for the relative energy (zero: lowest compared OMol25 entry of this formula, charge and spin) is 219.2 kcal per mole.

Q: The lowest charge belongs to which entry?
A: number 1

What did the fourth record say?
Here is a gas-phase ion, C4H9N2O2 (charge +1) in a non-equilibrium geometry from the Open Molecules 2025 dataset. Energies are from wB97M-V/def2-TZVPD.

Last column: Mulliken charge in e.
Positions of all 17 atoms, in Å:
C  0.65187  0.44036  -0.60999  -0.664
C  -0.99379  0.58404  -0.07835  0.570
C  -1.64999  1.86749  0.07028  -1.169
C  1.98617  -1.11603  0.68362  -0.768
N  -1.72002  -0.62208  -0.03921  1.034
N  1.26215  -0.83581  -0.59046  -0.062
O  -2.90237  -0.54743  0.15880  -0.544
O  -1.10922  -1.68276  -0.22268  -0.743
H  1.20224  1.35607  -0.69742  0.441
H  -2.39011  2.01565  -0.72445  0.334
H  -0.94686  2.69398  0.06289  0.377
H  -2.22613  1.87556  1.00130  0.363
H  1.26701  -1.20788  1.49572  0.292
H  2.53214  -2.05295  0.59333  0.362
H  2.68372  -0.31251  0.91485  0.367
H  0.43397  -1.52235  -0.64234  0.447
H  1.91919  -0.93338  -1.37587  0.363

The maximum force is 0.085 hartree/bohr. As for the spin multiplicity: 3. As for the HOMO-LUMO gap (spin up / spin down): 9.721 / 8.335 eV. As for the charge: +1. The highest occupied orbital energy (spin up / spin down) comes out at -13.1 / -15.5 eV. The electronic energy comes out at -417.2982 a.u. For the LUMO energy (spin up / spin down), the calculation gives -3.377 / -7.127 eV. The value obtained for the relative energy (zero: lowest compared OMol25 entry of this formula, charge and spin) is 60.7 kcal per mole.